[1]
Computed, not measured: an isolated ion of composition C4H9N2O and charge +1 at a distorted geometry, with wB97M-V/def2-TZVPD.

Summary:
energy above the lowest of the compared OMol25 structures with the same formula, charge and spin	603.9	kJ/mol
F_max	4.79	eV/A
multiplicity	1
LUMO energy (spin up / spin down)	-4.9 / -4.2	eV
total energy	-342.127251	Eh
HOMO-LUMO gap (spin up / spin down)	0.255 / 0.333	hartree
charge	+1

Geometry as XYZ:
```
16
Properties=species:S:1:pos:R:3:forces:R:3:nbo_charge:R:1
C -2.51327 -0.02241 -0.04390 -1.79 -4.31 1.08 0.79
C -0.05263 -1.41090 0.19545 -0.90 -0.76 1.18 -0.41
C -0.32098 1.01477 0.21893 2.41 0.30 -2.49 -0.03
C 1.97603 -0.19426 -0.35919 0.19 -1.26 3.42 -0.43
N -1.76379 1.00643 -0.08342 2.93 3.65 0.49 -0.65
N 0.46709 -0.16250 -0.40393 -0.13 -0.54 2.54 -0.39
O -3.55568 -0.57082 0.10335 2.07 1.87 -0.68 -0.38
H -0.16109 -1.39447 1.33326 0.43 0.29 -1.76 0.21
H 0.50055 -2.32223 -0.18569 -1.09 1.16 0.21 0.22
H 0.21057 1.99824 -0.02615 -1.28 -1.17 -0.84 0.24
H -0.04777 1.01788 1.22213 -0.31 -0.93 2.22 0.22
H 2.34904 -1.14462 -0.88246 -0.59 1.90 0.41 0.27
H 2.34254 0.77209 -0.59347 0.73 0.59 -1.00 0.23
H 2.19241 -0.33033 0.75935 0.05 0.05 -1.58 0.23
H -1.98238 2.01766 0.10238 -1.28 -1.16 -0.49 0.44
H 0.35935 -0.27452 -1.35665 -1.44 0.31 -2.72 0.43
```
Positions in Å, forces in eV/Å.


[2]
Computed, not measured: an isolated ion of composition C4H9N2O and charge +1 at a distorted geometry, with wB97M-V/def2-TZVPD.

Summary:
energy above the lowest of the compared OMol25 structures with the same formula, charge and spin	547.0	kJ/mol
F_max	7.72	eV/A
multiplicity	1
LUMO energy (spin up / spin down)	-5.4 / -5.4	eV
total energy	-342.148931	Eh
HOMO-LUMO gap (spin up / spin down)	0.321 / 0.321	hartree
charge	+1

Geometry as XYZ:
```
16
Properties=species:S:1:pos:R:3:forces:R:3:nbo_charge:R:1
C 2.28272 1.39703 -0.17231 -0.32 -0.90 0.23 -0.05
C -0.87315 -0.33577 -0.01983 7.51 1.60 0.79 0.57
C 1.63376 -1.15026 0.07510 -2.53 -5.89 -3.78 -0.46
C -3.05831 0.34170 0.08629 -2.84 0.84 2.88 -0.31
N 1.07334 1.19297 0.17496 0.26 -0.54 -0.58 -0.22
N 0.66463 -0.11409 0.02081 -6.93 0.13 -0.21 -0.21
O -1.65152 0.66663 0.25680 1.46 -3.31 -1.61 -0.37
H 2.56620 2.36573 -0.00003 0.82 2.41 0.20 0.21
H 3.08016 0.74009 -0.54697 -0.79 -0.20 0.06 0.20
H -1.01637 -1.40598 -0.29802 -0.95 1.00 0.38 0.23
H 2.41759 -0.91114 0.64703 2.70 1.09 2.42 0.23
H 2.08256 -1.59120 -0.94182 -1.05 1.68 1.65 0.24
H 1.17673 -2.14068 0.46898 0.54 1.82 -0.24 0.24
H -3.48597 1.34415 0.44699 0.06 -1.96 -0.19 0.25
H -3.43477 -0.60693 0.69665 1.22 2.27 -0.84 0.23
H -3.45760 0.20774 -0.89463 0.82 -0.03 -1.16 0.23
```
Positions in Å, forces in eV/Å.


[3]
Computed, not measured: an isolated ion of composition C4H9N2O and charge +1 at a distorted geometry, with wB97M-V/def2-TZVPD.

Summary:
energy above the lowest of the compared OMol25 structures with the same formula, charge and spin	622.4	kJ/mol
F_max	5.02	eV/A
multiplicity	1
LUMO energy	-3.6	eV
total energy	-342.120190	Eh
HOMO-LUMO gap	0.396	hartree
charge	+1

Geometry as XYZ:
```
16
Properties=species:S:1:pos:R:3:forces:R:3:nbo_charge:R:1
C -2.24164 -0.62654 0.56644 -1.30 -2.44 0.78 -0.39
C -1.63358 0.35343 1.15663 1.38 1.11 -1.46 -0.19
C 1.45318 0.41098 -1.09083 2.26 0.06 1.60 0.33
C -0.22075 0.79839 0.70780 -0.89 -3.02 3.88 -0.25
N 2.38931 -0.36538 -1.69219 -0.04 -3.65 -3.44 -0.31
N 0.35103 -0.14523 -0.27841 0.82 -0.18 0.35 -0.55
O 2.84073 0.01380 -0.41963 -2.99 0.98 0.44 -0.32
H -3.18315 -0.99493 1.02769 0.56 0.30 -0.93 0.26
H -1.73833 -1.32558 -0.10292 -0.59 -0.01 -0.17 0.16
H -2.18751 0.88527 1.89469 0.29 0.72 0.59 0.25
H 1.40912 1.44431 -1.36234 -0.42 0.45 -0.09 0.23
H 0.33373 0.69328 1.67047 0.30 0.67 -1.04 0.26
H -0.19388 1.71237 0.28452 0.10 3.25 -1.00 0.23
H 2.19671 -1.44485 -1.84466 0.40 2.56 0.91 0.37
H -0.48848 -0.55719 -0.71012 0.66 -0.09 -0.90 0.46
H 0.91351 -0.85213 0.19285 -0.55 -0.70 0.50 0.46
```
Positions in Å, forces in eV/Å.


[4]
Computed, not measured: an isolated ion of composition C4H9N2O and charge +1 at a distorted geometry, with wB97M-V/def2-TZVPD.

Summary:
energy above the lowest of the compared OMol25 structures with the same formula, charge and spin	300.4	kJ/mol
F_max	4.38	eV/A
multiplicity	1
LUMO energy	-5.0	eV
total energy	-342.242848	Eh
HOMO-LUMO gap	0.338	hartree
charge	+1

Geometry as XYZ:
```
16
Properties=species:S:1:pos:R:3:forces:R:3:nbo_charge:R:1
C 0.43939 -1.06010 -0.45576 1.93 -1.06 -0.34 -0.26
C -0.66038 -2.08959 -0.78570 0.91 -2.23 -2.63 0.43
C -0.57295 2.05574 1.25717 -2.61 1.58 2.39 -0.48
C -0.33741 -0.09030 0.18300 1.38 3.30 2.53 0.30
N 1.50003 -0.49158 -1.27934 -2.45 0.35 2.05 -0.82
N 0.09855 1.07423 0.50389 -0.30 -0.87 -1.69 -0.39
O -1.52579 -2.29182 0.00036 -0.42 -0.21 0.18 -0.47
H 0.92508 -1.51602 0.45338 -0.31 -0.16 -0.52 0.30
H -0.54151 -2.70453 -1.75517 -0.21 0.84 1.08 0.17
H -0.86551 1.64464 2.26061 -0.04 0.09 -1.06 0.25
H -0.01115 2.92620 1.54482 1.08 0.01 -0.38 0.26
H -1.47443 2.53770 0.78269 0.76 -1.09 0.09 0.26
H -1.16210 -0.42420 0.68315 -2.59 -0.60 0.90 0.25
H 2.10532 -1.13399 -1.70082 0.82 -0.60 -1.08 0.42
H 0.96344 1.26402 0.06811 1.51 0.81 -0.28 0.43
H 1.11942 0.29960 -1.76040 0.55 -0.13 -1.25 0.38
```
Positions in Å, forces in eV/Å.


[5]
Computed, not measured: an isolated ion of composition C4H9N2O and charge +1 at a distorted geometry, with wB97M-V/def2-TZVPD.

Summary:
energy above the lowest of the compared OMol25 structures with the same formula, charge and spin	238.8	kJ/mol
F_max	3.78	eV/A
multiplicity	1
LUMO energy	-3.4	eV
total energy	-342.266314	Eh
HOMO-LUMO gap	0.428	hartree
charge	+1

Geometry as XYZ:
```
16
Properties=species:S:1:pos:R:3:forces:R:3:nbo_charge:R:1
C -1.38549 1.19512 0.36767 0.00 -0.62 1.54 0.13
C -1.75584 -0.03452 -0.43143 0.26 -0.35 1.26 -0.30
C 0.62434 0.31654 -0.04500 0.91 -0.14 1.80 0.55
C 1.59137 -0.36990 0.91030 -3.31 -0.82 -1.25 -0.63
N -0.16318 1.28111 0.55722 1.06 1.26 1.11 -0.38
N -0.42929 -0.80229 -0.55872 -1.28 2.54 0.08 -0.56
O 1.18663 0.86649 -1.11541 -2.40 1.70 -0.77 -0.65
H -1.97017 1.80979 1.08041 -0.59 -0.26 -1.36 0.26
H -2.34477 -0.64793 0.24153 -0.78 -0.13 -0.64 0.25
H -2.19764 0.31958 -1.33663 -0.40 -0.72 -0.85 0.27
H 2.05458 -1.03464 0.27374 1.06 -2.42 -1.11 0.21
H 1.05665 -0.86302 1.70141 -0.01 -0.21 0.41 0.23
H 2.37711 0.16921 1.23308 2.10 2.66 1.41 0.26
H -0.48188 -1.66253 -0.06279 0.12 -0.76 0.78 0.43
H -0.12451 -0.99566 -1.48115 -0.08 -0.24 -1.40 0.44
H 1.96207 0.45265 -1.33421 3.33 -1.49 -1.00 0.49
```
Positions in Å, forces in eV/Å.


[6]
Computed, not measured: a 2-piece molecular cluster, C4H9N2O overall at a distorted geometry, with wB97M-V/def2-TZVPD.

Summary:
energy above the lowest of the compared OMol25 structures with the same formula, charge and spin	450.2	kJ/mol
F_max	4.70	eV/A
multiplicity	1
LUMO energy	-4.5	eV
total energy	-342.185801	Eh
HOMO-LUMO gap	0.302	hartree
charge	+1

Geometry as XYZ:
```
16
Properties=species:S:1:pos:R:3:forces:R:3:nbo_charge:R:1
C -1.76647 -0.91089 0.22838 0.50 1.70 0.68 0.11
C 0.83458 0.48729 0.49906 1.15 -0.63 0.16 -0.65
C 1.90498 -0.48523 0.28990 -2.72 -1.37 0.85 0.22
C -1.29990 0.31297 0.06135 1.27 0.55 -1.87 0.29
N 2.94876 -0.54070 -0.51655 -0.91 0.82 -0.01 -0.70
N -1.45339 1.47831 -0.53078 -3.12 0.04 3.52 -0.75
O -2.98220 -1.41385 0.07983 -1.08 0.59 -0.54 -0.62
H -1.03450 -1.41401 0.77867 0.38 -2.00 0.69 0.21
H 0.39870 0.45906 1.50371 0.52 -0.15 -0.03 0.26
H 0.98850 1.52538 0.18605 0.00 -0.44 -0.21 0.22
H 1.70008 -1.47151 0.80015 0.43 1.13 -0.38 0.21
H 3.08071 0.30356 -1.08259 0.63 -0.87 -0.01 0.42
H 3.40624 -1.44979 -0.69982 -0.22 1.24 0.08 0.44
H -3.65612 -0.73512 -0.19545 1.03 -0.88 0.22 0.51
H -0.99434 1.68655 -1.34519 0.99 0.71 -2.36 0.41
H -2.07562 2.16799 -0.05671 1.16 -0.44 -0.81 0.42
```
Positions in Å, forces in eV/Å.


[7]
Computed, not measured: a 2-piece molecular cluster, C4H9N2O overall at a distorted geometry, with wB97M-V/def2-TZVPD.

Summary:
energy above the lowest of the compared OMol25 structures with the same formula, charge and spin	91.6	kJ/mol
F_max	2.38	eV/A
multiplicity	1
LUMO energy	-3.6	eV
total energy	-342.322373	Eh
HOMO-LUMO gap	0.383	hartree
charge	+1

Geometry as XYZ:
```
16
Properties=species:S:1:pos:R:3:forces:R:3:nbo_charge:R:1
C 1.81310 0.37324 -0.83818 -0.15 -0.08 0.52 -0.64
C 0.39184 0.02941 -0.54336 0.45 -1.43 -0.59 0.18
C -0.36267 -0.65830 -1.45779 -0.43 2.05 -0.78 -0.07
N -1.67939 -0.35173 -1.15447 -0.24 -1.44 1.65 -0.44
C -1.73737 0.11828 0.08758 1.23 1.91 -0.71 0.24
N -0.46932 0.41387 0.45466 -1.38 -0.54 0.28 -0.48
H 2.12131 -0.30014 -1.62714 0.11 0.26 -0.43 0.24
H 2.53554 0.24770 -0.06120 0.13 -0.18 0.88 0.25
H 1.86693 1.42246 -1.11660 0.01 0.02 -0.38 0.25
H -0.09894 -0.95730 -2.45905 0.08 -0.26 0.15 0.25
H -2.51162 -0.75707 -1.52563 -0.37 -0.19 -0.85 0.45
H -2.56698 0.64685 0.53054 -0.36 -0.78 0.32 0.25
H -0.28860 0.50557 1.45576 0.88 0.85 -0.21 0.48
H 1.19615 -0.87213 2.25893 0.83 -0.26 0.70 0.49
H 1.98408 0.29714 3.09335 0.12 -0.71 0.10 0.52
O 1.28426 0.05535 2.48372 -0.92 0.79 -0.64 -0.99
```
Positions in Å, forces in eV/Å.


[8]
Computed, not measured: an isolated ion of composition C4H9N2O and charge +1 at a distorted geometry, with wB97M-V/def2-TZVPD.

Summary:
energy above the lowest of the compared OMol25 structures with the same formula, charge and spin	394.0	kJ/mol
F_max	4.82	eV/A
multiplicity	1
LUMO energy	-3.7	eV
total energy	-342.207184	Eh
HOMO-LUMO gap	0.391	hartree
charge	+1

Geometry as XYZ:
```
16
Properties=species:S:1:pos:R:3:forces:R:3:nbo_charge:R:1
C 0.76264 -1.82971 -0.71853 -0.44 0.00 -1.75 0.32
C -0.52044 -0.23688 0.19635 -4.04 -0.75 2.52 0.28
C -0.37733 2.16041 -0.09478 2.34 -2.08 -3.05 -0.57
C 0.04670 0.98611 0.76784 -1.91 0.54 1.19 -0.47
N 0.56567 -2.25852 0.45868 0.36 -0.95 2.12 -0.20
N -0.00342 -0.78564 -0.96081 1.41 -0.22 -1.16 -0.58
O -0.23419 -1.48279 1.24698 -0.89 2.40 -2.36 -0.31
H 1.33081 -2.24744 -1.52525 0.39 -0.67 0.19 0.27
H -1.68079 -0.08747 0.03112 2.08 -0.60 0.89 0.22
H -0.15525 3.01746 0.46262 0.63 1.63 0.05 0.25
H -1.39295 2.17219 -0.39168 -1.16 -0.08 -0.10 0.22
H 0.27662 1.96370 -1.12259 -1.57 1.45 2.43 0.18
H -0.43712 1.08542 1.78559 0.95 -0.14 -0.85 0.25
H 1.10348 0.99901 0.76223 1.20 -0.33 0.63 0.23
H 0.81784 -3.08770 0.96552 0.63 -0.43 -0.40 0.46
H -0.10228 -0.36817 -1.86330 0.04 0.21 -0.34 0.46
```
Positions in Å, forces in eV/Å.


What did the eighth record say?
Computed, not measured: an isolated ion of composition C4H9N2O and charge +1 at a distorted geometry, with wB97M-V/def2-TZVPD.

Summary:
energy above the lowest of the compared OMol25 structures with the same formula, charge and spin	394.0	kJ/mol
F_max	4.82	eV/A
multiplicity	1
LUMO energy	-3.7	eV
total energy	-342.207184	Eh
HOMO-LUMO gap	0.391	hartree
charge	+1

Geometry as XYZ:
```
16
Properties=species:S:1:pos:R:3:forces:R:3:nbo_charge:R:1
C 0.76264 -1.82971 -0.71853 -0.44 0.00 -1.75 0.32
C -0.52044 -0.23688 0.19635 -4.04 -0.75 2.52 0.28
C -0.37733 2.16041 -0.09478 2.34 -2.08 -3.05 -0.57
C 0.04670 0.98611 0.76784 -1.91 0.54 1.19 -0.47
N 0.56567 -2.25852 0.45868 0.36 -0.95 2.12 -0.20
N -0.00342 -0.78564 -0.96081 1.41 -0.22 -1.16 -0.58
O -0.23419 -1.48279 1.24698 -0.89 2.40 -2.36 -0.31
H 1.33081 -2.24744 -1.52525 0.39 -0.67 0.19 0.27
H -1.68079 -0.08747 0.03112 2.08 -0.60 0.89 0.22
H -0.15525 3.01746 0.46262 0.63 1.63 0.05 0.25
H -1.39295 2.17219 -0.39168 -1.16 -0.08 -0.10 0.22
H 0.27662 1.96370 -1.12259 -1.57 1.45 2.43 0.18
H -0.43712 1.08542 1.78559 0.95 -0.14 -0.85 0.25
H 1.10348 0.99901 0.76223 1.20 -0.33 0.63 0.23
H 0.81784 -3.08770 0.96552 0.63 -0.43 -0.40 0.46
H -0.10228 -0.36817 -1.86330 0.04 0.21 -0.34 0.46
```
Positions in Å, forces in eV/Å.